{
  "formula": "C5H28NO9S",
  "method": "ωB97M-V with the def2-TZVPD basis set",
  "species": ["C", "C", "C", "C", "S", "N", "C", "O", "H", "H", "H", "H", "H", "H", "H", "H", "H", "H", "H", "H", "H", "H", "O", "H", "H", "O", "H", "H", "O", "H", "H", "O", "H", "H", "O", "H", "H", "O", "H", "H", "O", "H", "H", "O"],
  "xyz": [[-0.488985, -1.420278, -0.528600], [0.630688, -0.403191, -0.140697], [1.134324, -0.736682, 1.286580], [2.497735, -0.049704, 1.531399], [3.008944, -0.153357, 3.301289], [0.063175, 0.973401, -0.153362], [0.957535, 1.942313, -0.877689], [1.060549, 1.689287, -2.200574], [-0.142043, -2.402545, -0.553734], [-1.289247, -1.383763, 0.172251], [-0.966170, -1.189381, -1.541199], [1.496118, -0.501061, -0.929193], [0.384462, -0.414734, 2.017294], [1.291989, -1.811140, 1.399204], [2.493027, 1.012428, 1.212308], [3.285767, -0.512746, 0.932493], [2.018034, 0.580631, 3.845581], [-0.910405, 0.971099, -0.585330], [0.576576, 2.958081, -0.754667], [1.993291, 1.926203, -0.434734], [-0.839914, 0.314347, -3.752206], [-0.124378, 1.457646, -2.772362], [-1.087617, 1.121509, -3.287285], [-3.641819, 1.188044, -2.082861], [-2.096690, 0.845972, -2.255221], [-2.968349, 0.703140, -1.671979], [3.540367, 0.513817, -2.794424], [2.010265, 0.634401, -2.614376], [2.787511, 0.010499, -2.878481], [-2.624197, -0.440926, 3.696685], [-1.770944, 0.154063, 2.611264], [-2.298280, -0.611311, 2.795826], [2.678255, -1.659726, -2.635741], [1.757395, -2.538536, -1.803633], [2.455874, -2.609093, -2.395176], [-1.879874, 1.813339, 1.771998], [-0.395663, 1.487398, 1.537572], [-1.059453, 1.661164, 2.300361], [-3.158040, 1.167647, -0.052813], [-3.373710, 0.591903, 1.330695], [-3.322369, 1.398462, 0.885622], [-0.806160, -3.018246, 1.764797], [-1.635533, -2.204061, 2.698039], [-1.242039, -3.056312, 2.605079]],
  "atomic_forces_ev_per_a": [[-0.1, 2.4, -1.7], [-0.1, -0.7, -1.1], [0.9, 0.4, -0.8], [-0.6, 0.6, 0.4], [0.1, 0.0, -0.3], [0.0, 0.2, -0.5], [0.1, -0.2, 0.4], [-0.4, -0.3, -1.3], [0.8, -1.8, -0.1], [-0.7, 0.2, 0.8], [0.8, -0.2, 1.2], [-1.5, 0.3, 1.6], [0.2, -0.1, -0.1], [-0.1, -0.1, 0.0], [-0.2, -0.6, 0.4], [0.0, -0.2, 0.2], [0.1, -0.1, -0.3], [1.9, 0.1, 0.6], [-0.3, 0.1, 0.5], [-0.9, -0.2, 0.1], [0.0, 0.1, 0.0], [-0.1, -0.3, -0.4], [0.7, 0.2, 0.3], [-1.4, 1.1, -1.1], [-1.1, 0.0, 0.0], [2.2, -1.0, 0.8], [2.6, 1.7, 0.2], [0.3, 0.2, 0.0], [-2.5, -1.7, -0.4], [0.1, -0.2, -0.5], [1.4, 1.7, -0.3], [-1.7, -1.3, 1.1], [-0.3, -0.9, 0.3], [-2.0, 0.2, 1.6], [2.2, 0.5, -1.9], [0.3, 0.2, 0.2], [-1.0, 0.2, 0.8], [0.8, 0.0, -1.0], [0.0, -0.1, -0.3], [-0.3, -2.3, 1.2], [-0.1, 2.2, -1.0], [0.4, -0.1, -0.6], [-0.6, 1.4, 0.2], [0.4, -1.7, 0.4]],
  "mulliken_charge": [-2.22, 2.29, -0.58, -0.80, -0.24, -0.16, -0.38, -0.87, 0.69, 0.44, 0.26, -0.46, 0.02, 0.35, 0.18, 0.39, 0.11, -0.01, 0.21, 0.22, 0.29, 0.40, -0.85, 0.27, 0.39, -0.75, 0.25, 0.36, -0.73, 0.27, 0.44, -0.70, 0.42, 0.27, -0.71, 0.48, 0.43, -0.93, 0.39, 0.35, -0.81, 0.30, 0.45, -0.71],
  "orbital_gap_ev": 8.9,
  "homo_ev": -6.1,
  "charge": -1,
  "e_above_lowest_kcal_mol": 0.0
}